(1)
Computed, not measured: the ion H4NO2SSi with charge -1, with wB97M-V/def2-TZVPD.

```
9
Properties=species:S:1:pos:R:3:mulliken_charge:R:1
N -0.791 -0.343 -1.019 -0.524
O 2.076 0.189 -0.261 -0.558
O 1.470 -1.366 1.624 -0.661
Si -0.658 0.541 0.471 0.363
S 1.485 0.079 1.086 0.299
H -0.871 0.216 -1.866 0.203
H -0.274 -1.237 -1.044 0.247
H -0.553 1.865 -0.060 -0.179
H -1.884 0.054 1.069 -0.189
```

## Properties
net charge: -1
HOMO-LUMO gap: 6.535 eV


(2)
Computed, not measured: the ion H4NO2SSi with charge -1, with wB97M-V/def2-TZVPD.

```
9
Properties=species:S:1:pos:R:3:mulliken_charge:R:1
N 1.430 1.533 0.398 -0.617
O 0.185 -1.040 0.553 -0.345
O 2.118 -0.346 -1.122 -0.591
Si -1.287 -0.653 0.176 0.339
S 1.798 0.032 0.266 0.527
H 1.254 1.984 -0.493 0.224
H -1.514 0.809 0.132 -0.173
H -1.770 -1.158 -1.127 -0.174
H -2.214 -1.161 1.217 -0.190
```

## Properties
net charge: -1
HOMO-LUMO gap: 8.606 eV


Quick one: least stable of them? (1)


(1)
Computed, not measured: the molecule C2HClF3NO2, with wB97M-V/def2-TZVPD.

```
10
Properties=species:S:1:pos:R:3:mulliken_charge:R:1
C 0.278 0.615 0.097 -0.214
C 1.607 -0.172 -0.308 0.875
N -0.081 1.718 -0.939 0.948
O 0.089 1.333 -2.082 -0.517
O -0.459 2.755 -0.541 -0.526
F 1.480 -1.357 -0.956 -0.254
F 2.328 0.575 -1.219 -0.268
F 2.347 -0.395 0.713 -0.231
Cl 0.370 1.184 1.721 -0.098
H -0.560 -0.240 0.021 0.286
```

## Properties
structure (SMILES): O=[N+]([O-])[C@H](Cl)C(F)(F)F
HOMO-LUMO gap: 11.452 eV


(2)
Computed, not measured: a cluster of 2 separate species, C2HClF3NO2 in total, with wB97M-V/def2-TZVPD.

```
10
Properties=species:S:1:pos:R:3:mulliken_charge:R:1
C 0.161 0.852 -0.100 -0.393
C -2.140 0.533 0.305 0.737
N 0.761 0.436 1.149 0.937
O 0.794 -0.737 1.396 -0.524
O 1.263 1.323 1.879 -0.551
F -2.458 0.272 1.537 -0.189
F -2.735 1.547 -0.166 -0.174
F -2.332 -0.529 -0.471 -0.216
Cl 0.391 2.393 -0.603 -0.083
H 0.065 -0.063 -0.711 0.456
```

## Properties
HOMO-LUMO gap: 8.482 eV


Quick one: least stable of them? (2)


(1)
Computed, not measured: a structure of composition C23H14BrN3O5Re, with wB97M-V/def2-TZVPD.

```
47
Properties=species:S:1:pos:R:3:mulliken_charge:R:1
Re 0.297 0.158 -0.291 0.917
Br -4.253 5.764 -1.695 -0.089
C -2.968 4.407 -1.614 -0.307
C -2.473 3.849 -2.801 -0.318
C -1.517 2.852 -2.777 -0.707
C -1.061 2.392 -1.556 0.793
O -0.080 1.436 -1.555 -0.591
C -1.542 2.930 -0.348 -0.194
C -1.006 2.544 0.907 0.709
N -0.236 1.508 1.101 0.082
C 0.489 1.341 2.329 -0.237
C 0.128 1.753 3.580 -0.530
C 1.018 1.547 4.659 -0.984
C 2.235 0.951 4.472 -0.864
C 2.613 0.501 3.182 0.591
C 3.838 -0.121 2.868 -0.399
C 4.103 -0.527 1.576 -0.798
C 3.142 -0.350 0.592 -0.107
N 1.961 0.230 0.855 -0.349
C 1.708 0.686 2.131 1.436
C -2.496 3.967 -0.401 -0.771
H -2.840 4.214 -3.751 0.454
H -1.119 2.434 -3.692 0.479
H -1.197 3.190 1.759 0.446
H -0.828 2.225 3.766 0.508
H 0.724 1.877 5.646 0.441
H 2.915 0.813 5.302 0.462
H 4.575 -0.276 3.647 0.499
H 5.040 -0.997 1.316 0.433
H 3.299 -0.683 -0.426 0.496
H -2.859 4.406 0.519 0.491
O -0.422 -1.441 1.696 -0.502
C -0.819 -2.065 0.736 1.192
O -0.460 -1.528 -0.501 -0.716
C -1.602 -3.288 0.698 0.228
C -1.987 -3.865 -0.514 -0.361
C -2.737 -5.026 -0.506 -0.617
C -3.077 -5.575 0.717 0.072
C -2.707 -5.026 1.932 -0.577
C -1.959 -3.866 1.921 -0.508
N -3.885 -6.825 0.725 1.005
O -4.212 -7.269 -0.351 -0.573
O -4.150 -7.294 1.808 -0.571
H -1.702 -3.412 -1.453 0.468
H -3.059 -5.509 -1.417 0.521
H -3.007 -5.510 2.849 0.516
H -1.648 -3.401 2.846 0.434
```

## Properties
spin multiplicity: 2
expectation value of S²: 0.754
net charge: +2
HOMO-LUMO gap (spin up / spin down): 6.635 / 6.457 eV


(2)
Computed, not measured: a structure of composition C23H14BrN3O5Re, with wB97M-V/def2-TZVPD.

```
47
Properties=species:S:1:pos:R:3:mulliken_charge:R:1
Re -0.566 -0.328 1.720 1.309
Br 5.333 -4.232 3.678 -0.087
C 3.691 -3.364 3.445 -0.334
C 2.914 -3.030 4.565 -0.315
C 1.694 -2.396 4.427 -0.719
C 1.240 -2.069 3.162 0.839
O 0.012 -1.483 3.053 -0.451
C 2.002 -2.387 2.020 -0.116
C 1.521 -2.174 0.711 0.628
N 0.471 -1.448 0.403 0.021
C -0.124 -1.538 -0.899 -0.165
C 0.470 -1.868 -2.087 -0.543
C -0.321 -1.951 -3.255 -1.053
C -1.670 -1.721 -3.221 -0.851
C -2.296 -1.360 -2.004 0.615
C -3.675 -1.105 -1.842 -0.410
C -4.175 -0.754 -0.608 -0.809
C -3.309 -0.620 0.471 -0.104
N -1.995 -0.850 0.358 0.010
C -1.494 -1.251 -0.861 1.267
C 3.232 -3.063 2.188 -0.758
H 3.276 -3.284 5.552 0.454
H 1.085 -2.154 5.287 0.477
H 2.022 -2.702 -0.095 0.398
H 1.533 -2.061 -2.156 0.470
H 0.158 -2.211 -4.188 0.456
H -2.266 -1.805 -4.120 0.481
H -4.338 -1.191 -2.695 0.512
H -5.228 -0.562 -0.461 0.440
H -3.663 -0.312 1.447 0.483
H 3.816 -3.333 1.318 0.488
O 0.178 3.481 2.742 -0.387
C 0.040 2.855 1.769 0.396
O -0.296 1.414 1.980 -0.961
C 0.041 3.241 0.341 0.033
C -0.048 2.323 -0.700 0.554
C -0.036 2.757 -2.011 -0.590
C 0.062 4.113 -2.253 -0.083
C 0.159 5.051 -1.244 -0.595
C 0.151 4.604 0.069 -0.708
N 0.066 4.568 -3.667 1.013
O -0.047 3.705 -4.511 -0.592
O 0.121 5.756 -3.856 -0.559
H -0.105 1.262 -0.528 0.210
H -0.097 2.073 -2.845 0.596
H 0.238 6.100 -1.488 0.539
H 0.225 5.305 0.889 0.502
```

## Properties
spin multiplicity: 2
expectation value of S²: 0.756
net charge: +2
HOMO-LUMO gap (spin up / spin down): 6.511 / 6.371 eV


Quick one: least stable of them? (2)


(1)
Computed, not measured: the molecule C10H8N2, with wB97M-V/def2-TZVPD.

```
20
Properties=species:S:1:pos:R:3:mulliken_charge:R:1
C 3.319 -0.056 -0.026 -0.366
C 2.627 1.077 0.297 -0.491
C 1.280 1.010 0.116 -0.415
C 0.613 -0.205 -0.127 0.601
C 2.533 -1.260 -0.114 -0.023
C -0.909 -0.100 -0.277 0.570
C -1.682 1.048 -0.365 -0.338
C -3.078 1.045 -0.089 -0.352
C -2.903 -1.243 0.192 -0.330
C -1.531 -1.290 -0.058 -0.266
H 4.460 -0.093 -0.019 0.279
H 3.008 2.161 0.360 0.284
H 0.849 1.891 0.092 0.327
H 3.329 -2.036 -0.196 0.296
H -1.237 2.112 -0.248 0.115
H -3.725 1.917 -0.101 0.391
H -3.448 -2.142 0.405 0.378
H -1.143 -2.263 -0.003 0.431
N 1.220 -1.398 -0.070 -0.490
N -3.583 -0.175 0.231 -0.602
```

## Properties
structure (SMILES): c1ccc(-c2ccncc2)nc1
HOMO-LUMO gap: 9.305 eV


(2)
Computed, not measured: the molecule C10H8N2, with wB97M-V/def2-TZVPD.

```
20
Properties=species:S:1:pos:R:3:mulliken_charge:R:1
C 3.483 -0.013 0.070 -0.436
C 2.802 1.106 -0.514 -0.427
C 1.427 1.112 -0.485 -0.181
C 0.701 -0.008 -0.035 0.604
C 1.443 -1.135 0.464 -0.460
C 2.811 -1.063 0.509 -0.466
C -0.768 0.012 -0.080 0.164
C -2.690 -1.042 -0.579 -0.257
C -3.497 0.026 0.016 -0.355
C -2.745 0.988 0.619 -0.031
H 4.470 0.012 0.146 0.523
H 3.445 2.063 -0.897 0.202
H 0.761 1.982 -0.944 0.197
H 0.936 -1.998 0.525 0.489
H 3.443 -1.865 0.912 0.308
H -3.048 -1.749 -1.016 0.726
H -4.727 0.011 -0.050 0.224
H -3.331 1.747 1.126 0.391
N -1.412 -1.006 -0.589 -0.636
N -1.409 0.990 0.629 -0.576
```

## Properties
structure (SMILES): c1ccc(-c2ncccn2)cc1
HOMO-LUMO gap: 9.435 eV


Quick one: least stable of them? (2)


(1)
Computed, not measured: a cluster of 6 separate species, C3H16O5 in total, with wB97M-V/def2-TZVPD.

```
24
Properties=species:S:1:pos:R:3:mulliken_charge:R:1
C -1.363 2.125 -1.338 -1.143
C -1.016 0.721 -1.672 0.152
C -0.251 -0.221 -0.922 -1.013
H -0.446 2.630 -1.642 0.303
H -2.236 2.415 -2.002 0.295
H -1.638 2.484 -0.427 0.445
H -1.555 0.328 -2.627 0.223
H 0.129 -1.079 -1.145 0.703
H 0.229 0.101 -0.028 0.075
H 3.125 -0.525 -0.991 0.297
H 3.034 -0.093 0.374 0.343
O 3.692 0.035 -0.387 -0.648
H -2.304 -0.821 1.430 0.334
H -3.031 0.277 0.661 0.305
O -3.048 -0.665 0.787 -0.689
H -1.331 -3.027 -0.554 0.316
H -2.327 -2.095 -0.124 0.356
O -2.080 -2.947 0.019 -0.625
H 1.157 1.973 1.180 0.256
H 2.295 1.606 2.169 0.227
O 1.779 1.374 1.519 -0.506
H 2.527 -2.168 1.616 0.263
H 2.106 -1.211 2.471 0.264
O 2.554 -1.219 1.631 -0.532
```

## Properties
structure (SMILES): C=CC.O.O.O.O.O
HOMO-LUMO gap: 9.685 eV


(2)
Computed, not measured: a cluster of 5 separate species, C3H16O5 in total, with wB97M-V/def2-TZVPD.

```
24
Properties=species:S:1:pos:R:3:mulliken_charge:R:1
C -0.742 1.542 -2.821 -1.364
C -0.266 0.671 -1.659 0.631
C 0.614 1.473 -0.727 -1.003
O 0.449 -0.413 -2.301 -0.561
H -1.326 0.896 -3.485 0.356
H 0.086 1.871 -3.446 0.310
H -1.352 2.381 -2.524 0.380
H -1.060 0.145 -1.131 0.205
H 0.069 2.297 -0.263 0.376
H 1.548 1.885 -1.105 0.447
H 0.865 0.827 0.123 -0.086
H 1.372 -0.481 -2.054 0.298
H -0.123 -3.194 -0.671 0.289
H 0.793 -2.877 -1.760 0.300
O 0.117 -3.533 -1.539 -0.596
H 1.916 0.341 1.561 0.336
H 2.498 -0.583 2.579 0.291
O 2.365 0.354 2.410 -0.621
H -1.897 -2.021 2.591 0.304
H -0.390 -2.180 2.437 0.289
O -1.059 -1.739 2.964 -0.609
H -2.200 1.024 3.416 0.283
H -0.938 0.262 3.567 0.353
O -1.339 1.054 3.839 -0.612
```

## Properties
structure (SMILES): CC(C)O.O.O.O.O
HOMO-LUMO gap: 10.506 eV


Quick one: least stable of them? (1)


(1)
Computed, not measured: the molecule C4H2OS, with wB97M-V/def2-TZVPD.

```
8
Properties=species:S:1:pos:R:3:mulliken_charge:R:1
C 0.312 -0.593 -1.268 0.004
C 0.082 -0.274 0.239 0.010
C -1.176 0.504 0.412 -0.202
C -2.218 1.123 0.436 0.049
H 1.007 -1.271 -1.679 0.426
H -3.368 1.215 0.705 0.297
O -0.524 0.006 -1.999 -0.449
S 1.534 -0.284 1.128 -0.135
```

## Properties
structure (SMILES): C#CC(=S)C=O
HOMO-LUMO gap: 7.504 eV


(2)
Computed, not measured: the molecule C4H2OS, with wB97M-V/def2-TZVPD.

```
8
Properties=species:S:1:pos:R:3:mulliken_charge:R:1
C -0.343 1.256 -1.265 0.158
C 2.000 -1.380 -0.730 -0.720
C 0.444 0.651 -0.644 -0.508
C 1.021 -2.160 -1.032 0.830
O 0.170 -2.941 -1.327 -0.380
S 1.755 0.069 0.315 -0.107
H -1.107 1.698 -1.867 0.395
H 3.005 -1.169 -1.153 0.332
```

## Properties
structure (SMILES): C#CSC=C=O
HOMO-LUMO gap: 8.784 eV


Quick one: least stable of them? (1)